C5H8FNS | ωB97M-V/def2-TZVPD

Output
Strongest force on any atom, eV/A: 7.9
HOMO, eV: -8.8
Frontier orbital gap, eV: 8.5
Calculated total energy, a.u.: -747.87003
ΔE to the lowest compared entry with this formula, charge and spin, eV: 6.419

The geometry in XYZ format:
```
16
Properties=species:S:1:pos:R:3:forces:R:3:mulliken_charge:R:1
C 0.1434 1.0602 1.1835 -6.1 0.2 4.9 -1.203
C -0.0382 -0.2229 0.2876 -1.2 0.5 1.4 1.390
C -0.7205 -1.6049 0.6491 1.4 0.8 0.7 -0.522
C 0.6879 0.4551 -1.5666 -2.4 1.9 -2.5 -0.249
C 1.2148 -0.3838 -0.3905 2.0 1.2 -2.0 -0.430
H -1.0471 1.6239 1.0257 3.2 -1.8 0.9 0.228
H 0.1903 0.9782 2.5419 0.2 -0.1 -4.5 0.240
H 0.6684 1.9240 0.8622 1.4 -0.1 -0.6 0.373
H -0.1222 -2.3949 1.2433 -1.0 1.7 -0.7 0.274
H -1.5938 -1.1598 1.0432 -1.5 -0.7 1.4 0.320
H -1.7323 1.0694 -1.1158 4.6 -3.2 1.5 0.310
H 0.6731 -0.0666 -2.6646 0.6 1.5 2.6 0.254
H 0.8759 1.7539 -1.6216 0.2 -4.1 0.1 0.216
N -0.7177 0.2018 -0.9251 -1.6 3.2 -3.1 -0.638
F -1.0768 -2.1515 -0.5530 0.2 -1.0 0.0 -0.269
S 2.5946 -1.0820 0.0007 0.0 -0.2 -0.1 -0.295
```
Forces are in eV/Å.



C5H11NOS | ωB97M-V/def2-TZVPD

Output
2S+1: 2
Strongest force on any atom, eV/A: 2.7
HOMO (spin up / spin down), eV: 0.2 / -3.3
Frontier orbital gap (spin up / spin down), eV: 3.1 / 6.4
Calculated total energy, a.u.: -725.22560
ΔE to the lowest compared entry with this formula, charge and spin, eV: 0.935
Charge: -1

The geometry in XYZ format:
```
19
Properties=species:S:1:pos:R:3:forces:R:3:mulliken_charge:R:1
C 0.5821 -2.4701 -0.8971 -0.4 -0.1 -0.1 -0.831
N 0.0300 -1.6925 0.2242 0.1 -1.2 -1.0 -0.480
C 0.2047 -0.2690 -0.0463 0.5 2.2 1.4 0.074
C -0.8299 0.4736 0.8920 0.8 -1.8 -0.5 -1.094
C -0.9754 1.8972 0.4946 -0.5 2.1 0.7 -0.600
S -2.3312 2.1379 -0.7689 0.6 0.0 0.2 -0.326
C 1.5502 0.4106 0.2428 -0.3 -0.9 1.4 -0.387
O 2.3807 0.8404 -0.6117 0.4 0.2 -1.0 -0.688
H -0.1243 -2.4630 -1.7339 -0.1 0.2 0.0 0.242
H 1.5137 -2.0512 -1.2804 0.3 -0.1 0.1 0.304
H 0.6961 -3.5348 -0.6721 0.2 0.1 0.3 0.389
H 0.5258 -1.9559 1.0704 0.2 0.3 -0.1 0.460
H 0.0557 -0.0077 -1.0992 -0.6 -0.5 0.0 0.165
H -0.4530 0.3224 1.9158 0.2 0.5 -0.1 0.215
H -1.7227 -0.1604 0.9050 -0.5 0.6 -0.3 0.451
H -0.0267 2.3887 0.2401 0.1 -0.9 -1.0 0.370
H -1.1899 2.6188 1.3019 -0.7 -0.8 0.2 0.409
H -1.6996 3.0516 -1.5190 0.0 -0.1 0.0 0.112
H 1.8138 0.4634 1.3418 -0.3 -0.1 -0.4 0.216
```
Forces are in eV/Å.